# 1
# C5H6O3

A single C5H6O3 molecule in a non-equilibrium geometry (ωB97M-V with the def2-TZVPD basis set, OMol25).

Structure (XYZ):
```
14
Properties=species:S:1:pos:R:3:forces:R:3:lowdin_charge:R:1
H 0.37062 -2.47496 0.21057 -0.83 -0.17 -0.26 0.12
C 1.30993 0.69768 0.66241 2.82 2.39 3.87 -0.15
H -1.64208 -0.47245 1.04533 -3.33 -0.51 2.76 0.11
O 0.39345 -0.11957 1.39838 -1.13 1.19 2.04 -0.07
C -0.80530 0.55983 -0.43933 -2.18 6.00 2.02 -0.17
H -1.28585 -1.90385 -0.80513 2.77 -0.45 -0.05 0.16
C -0.72383 -0.44922 0.66372 3.10 -3.06 -3.92 -0.25
O 0.84810 -0.83021 -0.92601 -0.18 -2.90 -2.06 -0.13
C 0.78700 0.56637 -0.67270 -2.80 -2.71 -0.85 -0.23
O -1.76698 1.40781 -0.55086 4.50 -4.08 -0.67 0.08
C -0.24006 -1.71616 -0.28500 -1.41 4.65 1.08 0.03
H 1.08076 1.12751 -1.49242 0.97 1.02 -1.36 0.14
H 1.44664 1.90836 0.88043 -1.01 -2.74 0.20 0.17
H 2.26691 0.20020 1.21445 -1.27 1.36 -2.80 0.19
```
Forces are in eV/Å.

Properties
- HOMO (eV) = -9.43
- gap between HOMO and LUMO (eV) = 9.3
- structure (SMILES) = O=C1[C@H]2CO[C@@H]1CO2
- relative energy (zero: lowest compared OMol25 entry of this formula, charge and spin) (kJ/mol) = 471.2
- net charge = 0

***

# 2
# C45H43N5O6PSe2W

A molecular structure, C45H43N5O6PSe2W in a non-equilibrium geometry (ωB97M-V with the def2-TZVPD basis set, OMol25).

Structure (XYZ):
```
103
Properties=species:S:1:pos:R:3:forces:R:3:lowdin_charge:R:1
C 3.60619 5.37448 1.02436 -0.01 0.04 0.03 0.03
H 0.86870 -4.28702 -5.14798 -0.02 0.00 0.00 0.11
N 1.48159 1.19437 -3.80461 0.24 0.17 0.33 -0.21
C 3.86607 0.04232 0.64577 -0.05 0.05 -0.02 -0.05
H 4.65590 1.89476 -4.67978 0.00 -0.01 -0.02 0.11
H 2.48086 3.09915 3.27700 0.03 0.01 -0.02 0.10
C 2.20389 2.96584 1.13966 0.06 -0.02 -0.02 -0.01
C 2.65200 3.55064 2.31105 0.01 0.02 0.01 0.02
C -1.84332 4.42532 -0.39733 0.02 -0.13 0.00 -0.03
H 1.41916 2.20005 5.25545 0.01 0.03 0.02 0.11
H 3.43004 3.62524 -6.04843 0.01 0.00 0.00 0.12
O 1.72419 -0.73402 -0.30769 0.07 0.13 -0.19 -0.42
C -2.03528 4.30757 0.97603 0.03 -0.10 0.03 -0.03
H -5.81000 -0.55048 -0.15917 0.00 -0.01 0.01 0.11
N 3.83037 5.36313 3.47874 0.05 0.02 0.01 -0.35
N 1.67321 -2.77298 -2.25877 -0.01 -0.02 -0.05 -0.08
C -3.85380 -0.24444 0.66142 -0.04 -0.01 0.03 -0.12
C -5.13444 0.08233 3.09691 0.00 0.01 -0.01 -0.07
O -0.73330 0.85152 -2.43129 -0.36 0.28 0.20 -0.14
H 2.45502 -3.65910 -0.56806 0.02 0.01 0.02 0.10
H 2.54995 -5.93026 -1.54887 0.01 0.00 0.00 0.11
C 2.17074 -5.10187 -2.12969 -0.01 0.00 0.01 -0.05
H -2.01246 5.37163 -0.89184 0.00 0.01 -0.01 0.12
H -2.03796 3.01069 2.68180 0.02 0.00 0.03 0.12
C -0.59685 1.02560 -1.20365 0.51 0.20 -0.79 -0.31
C 2.12514 -3.83535 -1.58284 0.02 0.06 -0.01 -0.12
H -6.95295 -0.27918 2.01899 0.00 0.00 0.00 0.11
C -2.48064 -3.71812 0.43406 0.01 0.00 0.02 -0.12
C 1.73199 -5.27391 -3.43988 0.00 0.00 -0.01 -0.06
C 0.83074 2.14616 -4.48721 -0.13 -0.19 -0.14 -0.12
C 2.45019 3.58208 -0.08217 0.13 -0.02 0.02 -0.11
C 0.79810 1.37750 4.92457 0.00 -0.02 -0.01 -0.07
C -3.73214 -4.74306 -2.02741 -0.01 0.03 0.02 -0.17
H 3.42769 -1.84600 -0.26979 -0.02 0.00 -0.10 0.10
H 1.95185 -1.09430 2.29525 -0.02 0.01 0.01 0.07
H -1.84573 -4.52772 0.80934 0.01 0.00 -0.01 0.13
C 1.50355 2.99301 -5.33865 0.02 0.00 0.00 -0.04
C 1.93620 2.98379 -1.35574 -0.67 0.04 -0.01 -0.50
C -0.61432 0.38521 3.23414 -0.04 -0.02 0.02 -0.39
Se 0.45600 -1.38439 -4.19936 0.01 -0.01 -0.01 0.81
C -3.93803 -4.15040 0.40460 0.01 0.00 0.00 -0.17
C -3.10349 0.05048 1.79921 -0.07 -0.03 0.18 -0.37
H -4.56188 -3.27921 0.19299 -0.02 0.03 0.00 0.11
C 3.13967 4.78784 -0.13942 -0.03 -0.01 0.01 0.02
C 0.60737 0.27803 5.74671 0.00 0.01 -0.01 -0.07
H -5.63153 0.20734 4.05003 0.00 0.00 0.00 0.11
C -5.87638 -0.19168 1.95673 -0.01 0.01 0.01 -0.07
O 4.43029 6.41158 3.38773 -0.01 -0.01 0.00 0.09
C 1.20283 -2.95476 -3.49209 -0.08 0.02 0.02 -0.73
C 1.23226 -4.19112 -4.13441 0.00 -0.01 0.01 -0.09
W 1.06768 -0.09852 -1.93185 -0.67 -0.63 0.07 1.53
H -2.33417 -2.84181 1.06482 0.00 0.00 0.01 0.11
Se 3.47453 -0.29088 -2.86135 0.06 0.25 0.19 0.84
H 3.63936 0.88232 -0.00546 0.04 -0.03 -0.03 0.04
H -1.24823 3.39853 -2.19015 0.00 0.01 -0.01 0.12
H -1.92577 -3.92287 -2.94001 -0.02 0.01 0.01 0.13
C 0.19167 1.43170 3.67547 -0.01 -0.02 -0.04 -0.10
H 1.79821 -2.64000 1.44602 0.00 -0.01 0.01 0.07
C 3.58014 1.98295 -4.67589 -0.56 0.16 -0.40 -0.06
H -5.22857 -5.51066 -0.66704 0.00 0.01 0.00 0.12
C -1.18809 2.11999 -0.46259 -0.03 -0.14 0.27 -0.22
H -3.88787 -5.51074 -2.78608 0.02 -0.02 0.01 0.12
N -0.48549 -1.52077 -1.34170 -0.22 0.06 -0.36 0.06
H 1.66887 2.02466 1.16492 0.03 0.02 -0.01 0.11
C -4.17582 -5.22943 -0.64978 0.01 -0.01 0.01 -0.19
C -1.82689 3.09488 1.62346 -0.10 0.10 0.03 -0.06
H -4.32064 -3.86907 -2.32019 -0.01 -0.01 -0.02 0.12
H 4.89698 -0.25340 0.45303 0.01 -0.03 0.06 0.09
H 4.15224 6.30582 1.01496 0.00 0.00 0.00 0.13
H 1.07595 0.23952 6.72078 0.00 0.00 0.00 0.11
C -1.43374 3.32398 -1.12756 0.02 0.11 0.03 0.01
C 3.34778 4.74220 2.22741 -0.02 -0.02 -0.05 -0.12
C -1.39123 1.98496 0.91359 0.05 -0.01 0.09 -0.30
H -3.18660 0.44868 3.91111 -0.02 0.00 -0.01 0.10
H -0.33267 -1.64165 5.94403 0.00 0.00 0.00 0.11
C -1.23069 -2.37784 -1.13999 0.30 -0.03 0.20 -0.18
H -3.61212 -6.13051 -0.38507 -0.01 -0.01 0.00 0.12
H 3.33941 -2.19027 2.20535 0.00 0.01 -0.01 0.10
H -1.64181 -5.23946 -1.79034 0.01 0.00 -0.02 0.13
H -1.38639 -1.56353 3.72752 -0.01 0.00 0.01 0.10
C 2.80441 1.11352 -3.92964 0.83 -0.47 0.47 -0.70
C 2.92032 -1.12751 0.37769 -0.01 -0.03 0.14 -0.49
C -2.26246 -4.36168 -2.00087 0.03 -0.02 -0.01 -0.12
H 3.79416 0.37499 1.68191 -0.06 0.05 0.00 0.08
O 1.70417 1.69115 -1.24458 0.43 0.04 0.07 -0.27
H 3.29773 5.25860 -1.09987 0.01 0.00 0.00 0.13
C -3.75463 0.21522 3.01904 -0.04 -0.01 -0.02 -0.08
C -0.18474 -0.77650 5.31114 0.00 -0.02 0.00 -0.07
H -3.35507 -0.37367 -0.29470 0.01 0.00 -0.03 0.10
N -2.03560 -3.37310 -0.92857 -0.10 0.11 -0.05 -0.05
P -1.30429 0.26232 1.55394 0.18 0.06 -0.16 1.14
H -0.24116 2.19130 -4.35736 0.01 0.03 0.03 0.12
C -5.23497 -0.34752 0.73557 0.02 -0.03 -0.02 -0.08
H -2.36898 5.16499 1.54574 0.00 0.00 0.01 0.12
C -0.78152 -0.72728 4.06255 0.03 0.00 0.01 -0.12
H 0.94916 3.72844 -5.90241 -0.01 0.00 0.00 0.12
H -4.21173 -4.51040 1.39749 0.00 0.00 0.00 0.12
O 1.66957 3.66741 -2.31687 0.19 -0.01 -0.05 0.11
O 3.59609 4.78013 4.51791 -0.03 -0.01 0.02 0.08
H 1.77404 -6.24884 -3.90774 0.00 0.00 0.00 0.11
C 2.89437 2.92759 -5.41802 -0.01 0.01 0.02 -0.03
C 2.47475 -1.81043 1.65838 0.05 -0.04 -0.03 -0.04
H 0.36308 2.29428 3.04543 -0.11 0.02 0.00 0.07
```
Forces are in eV/Å.

Properties
- HOMO (eV) = -10.20
- gap between HOMO and LUMO (eV) = 6.8
- relative energy (zero: lowest compared OMol25 entry of this formula, charge and spin) (kJ/mol) = 103.8
- net charge = +1

***

# 3
# C29H38N4OS4SbTeTi

A molecular structure, C29H38N4OS4SbTeTi (ωB97M-V with the def2-TZVPD basis set, OMol25).

Structure (XYZ):
```
79
Properties=species:S:1:pos:R:3:forces:R:3:lowdin_spin:R:1
C 2.75684 -3.59359 -2.77834 0.00 0.02 0.00 0.00
H -5.27282 -1.15851 -0.41562 0.00 0.01 0.00 0.00
C -0.13045 -0.88764 1.74129 -0.04 -0.02 -0.01 0.00
N 2.60872 2.82289 -1.05283 0.04 0.06 -0.07 0.00
H 1.65184 1.03521 0.93565 -0.01 -0.03 0.01 0.00
H 2.55295 -4.55962 -2.33026 0.00 0.00 0.00 0.00
H 3.53089 4.71199 -1.00604 0.00 0.00 0.00 0.00
H -1.24691 0.86940 4.43019 0.00 0.00 0.00 0.00
S -2.06241 1.76324 -1.45987 0.19 0.13 -0.18 -0.01
H -0.17598 5.76964 -0.18434 -0.01 -0.01 0.00 0.00
C -4.61505 -3.94396 2.30491 0.01 0.00 0.00 0.00
C 0.71751 0.01238 4.24543 0.00 0.01 0.00 0.00
C -4.19064 -1.27748 -0.35467 0.01 0.00 0.00 0.00
C 1.57456 -0.70615 3.42455 0.01 0.02 -0.03 0.00
C -0.83199 -4.03536 2.29947 0.00 0.00 -0.01 0.00
H -0.32868 -3.26580 2.88912 -0.01 -0.01 0.00 0.00
C 1.17570 -1.15954 2.16818 0.04 0.03 -0.01 0.00
C 2.37639 -1.20969 -2.84035 -0.01 0.03 0.01 0.00
C -3.82864 -2.31534 0.67714 -0.04 -0.01 0.01 0.00
C 2.75156 2.78470 0.40321 -0.01 0.03 -0.02 0.00
H 2.58614 -0.91611 3.75664 0.00 0.00 0.00 0.00
S -0.33693 2.78043 -4.21083 0.12 0.01 0.04 0.00
H 1.89510 5.90324 -2.19612 0.01 0.00 0.01 0.00
C 3.85852 -2.25551 -4.43758 -0.02 0.01 0.01 0.00
N 1.01593 0.12606 -1.23463 0.05 -0.07 -0.02 -0.01
H 1.60840 4.56769 -3.32633 0.00 0.00 0.00 0.00
C -0.98265 -0.15550 2.56394 0.00 0.02 0.05 0.00
H 1.05762 0.35757 5.21493 0.00 0.00 0.00 0.00
H -5.71491 -4.43734 4.09501 0.00 0.00 0.00 0.00
H 2.27411 -1.35159 0.35186 0.00 -0.01 -0.01 0.00
Ti 0.48830 2.10053 -1.89139 -0.38 -0.32 0.02 0.96
H -3.07468 -5.01911 3.33508 0.00 0.00 0.00 0.00
C -4.86149 -2.97798 1.34250 0.00 0.00 0.00 0.00
O 1.97397 1.13685 -3.01858 0.09 -0.03 -0.07 0.01
H 3.11511 -2.00063 1.78776 0.00 0.00 0.00 0.00
C 0.42454 4.85400 -0.20887 0.02 0.02 -0.01 0.00
H 3.67171 3.86095 -2.53641 0.00 0.00 0.00 0.00
S -4.27246 2.78312 -4.52329 0.01 0.01 -0.02 0.01
C -3.29298 -4.25657 2.59156 0.00 0.00 0.01 0.00
C 2.98784 4.07713 -1.71399 -0.02 -0.01 -0.01 0.00
Sb -2.44416 3.27913 -3.25603 -0.08 -0.02 0.17 0.01
H -1.98619 0.06605 2.21823 0.00 0.00 0.00 0.00
H -3.74276 -0.30506 -0.14104 0.00 0.00 0.00 0.00
H -0.83586 -4.96118 2.87733 0.00 -0.01 0.00 0.00
H -0.19484 4.03769 1.70372 0.00 0.00 0.00 0.00
Te -0.93802 -1.58766 -0.09135 0.09 0.04 -0.06 0.00
H 4.52191 -2.17205 -5.29113 0.00 0.00 0.00 0.00
H -6.71036 -4.30730 2.64374 0.00 0.00 0.00 0.00
H 2.85818 3.80729 0.76772 0.00 0.00 0.00 0.00
H 4.10535 -4.38353 -4.25551 0.00 0.00 0.00 0.00
C -5.74306 -4.63983 3.02153 0.00 0.00 0.00 0.00
H 1.41540 5.09989 0.17895 0.00 0.00 0.01 0.00
N 0.30836 2.46327 0.35642 0.00 0.08 0.19 0.00
H -1.30489 3.74202 0.33557 0.00 0.01 0.00 0.00
H -5.68582 -5.72341 2.89301 0.00 0.00 0.00 0.00
H 1.50222 2.34986 2.11891 0.01 0.00 0.00 0.00
C 3.62458 -3.49624 -3.85912 0.00 -0.01 0.00 0.00
C 2.13907 -2.45765 -2.27382 0.01 -0.03 0.00 0.00
H 3.66064 2.25173 0.70607 0.00 0.00 0.01 0.00
C -2.49662 -2.63287 0.98559 -0.05 0.05 -0.01 0.00
H 1.76926 -2.88739 1.04111 0.00 0.01 -0.02 0.00
C 2.14802 -1.89353 1.29312 0.01 0.00 0.02 0.00
H -0.40093 1.75723 0.53353 0.02 -0.01 -0.01 0.00
S -2.37420 5.44802 -2.40014 -0.03 -0.01 -0.06 0.00
H -0.28915 4.72782 -2.09528 0.03 0.01 0.02 0.00
H -5.88836 -2.72247 1.09854 0.00 0.00 0.00 0.00
C -0.25614 3.78696 0.63486 0.00 -0.02 0.01 0.00
C 1.54407 2.10971 1.04689 -0.03 -0.01 0.00 0.00
N 0.54426 4.37327 -1.58912 -0.05 0.04 0.02 0.00
C -2.23557 -3.62404 1.94469 0.01 -0.02 0.00 0.00
C -0.56790 0.29660 3.81023 -0.01 -0.02 -0.03 0.00
C 1.75128 4.81640 -2.27464 0.02 -0.02 0.02 0.01
C 1.73337 0.04466 -2.29195 -0.07 0.06 0.02 0.01
H 1.44837 -2.53013 -1.44481 0.00 0.01 0.01 0.00
H -3.82782 -1.54393 -1.34908 0.01 -0.01 0.00 0.00
H -0.23520 -4.18115 1.39656 0.00 0.01 0.01 0.00
C 3.23432 -1.12187 -3.93385 0.02 -0.02 -0.02 0.00
H 3.03091 2.02752 -1.51736 0.01 0.00 0.00 0.00
H 3.38372 -0.14785 -4.38011 0.00 0.00 0.00 0.00
```
Forces are in eV/Å.

Properties
- HOMO (spin up / spin down) (eV) = -1.45 / -1.69
- gap between HOMO and LUMO (spin up / spin down) (eV) = 5.3 / 5.6
- relative energy (zero: lowest compared OMol25 entry of this formula, charge and spin) (kJ/mol) = 0.0
- net charge = -2
- multiplicity = 2

***

Question: Look up the relative energy (zero: lowest compared OMol25 entry of this formula, charge and spin) of the third one.
Answer: 0.0 kJ/mol

***

Question: Among the records above, which one has the lowest relative energy (zero: lowest compared OMol25 entry of this formula, charge and spin)?
Answer: C29H38N4OS4SbTeTi